[1]
5 unconnected molecules or ions with the total composition C48H98N5O19P4 in a non-equilibrium geometry, computed with ωB97M-V with the def2-TZVPD basis set.

Computed properties:
charge: +1
multiplicity: 1
HOMO-LUMO gap: 7.22 eV

Geometry (Å):
P -1.48 3.83 -9.36
P -4.14 -8.68 -4.70
P -6.55 -0.20 -2.43
P -1.00 4.83 -0.88
O -7.67 0.79 -3.14
O 6.04 -0.28 10.39
O 0.53 5.44 -0.89
O -5.86 -0.81 -3.79
O -5.55 0.85 -2.07
O -0.61 2.82 -8.40
O -7.70 -1.42 -2.47
O -5.43 -8.37 -5.68
O -4.42 -10.31 -4.94
O -2.68 4.07 -8.49
O -1.78 6.13 -1.53
O -0.67 5.24 -9.04
O 6.25 -5.18 10.04
O -1.29 5.12 0.57
O 4.22 0.66 5.26
O -2.96 -8.71 -5.84
O -3.95 -7.28 -4.16
O -0.71 4.29 -2.44
O -0.40 3.58 -10.62
N 5.17 0.60 8.09
N 4.34 -4.36 9.13
N 10.05 -0.54 7.36
N 4.83 -1.21 6.69
N 7.07 -0.15 6.92
C 0.82 1.53 3.82
C -9.73 -0.60 -1.35
C 2.88 2.67 5.42
C 3.04 1.32 4.93
C -0.76 4.08 -11.92
C -6.36 -7.33 -5.36
C -7.12 3.07 -3.70
C 2.01 0.80 4.12
C 7.73 -1.48 6.90
C -0.26 0.83 2.96
C 3.81 0.55 8.42
C 2.62 0.57 8.26
C 0.65 2.85 4.30
C 9.04 -1.54 7.75
C 3.50 4.63 7.02
C -4.72 -1.65 -3.66
C 7.35 -4.04 7.24
C -2.62 7.90 -0.12
C 8.11 1.05 10.20
C 5.52 -2.49 6.41
C 3.97 3.34 6.28
C -7.81 2.14 -2.73
C 1.57 4.70 -0.27
C 5.67 -4.92 9.02
C 5.69 -0.24 7.23
C -1.40 6.42 -8.70
C -1.60 -8.82 -5.42
C 6.35 -5.18 7.63
C 5.10 3.79 5.26
C -6.08 -6.10 -6.20
C -0.43 5.55 -12.07
C 4.03 -0.71 5.54
C -0.62 0.63 -9.45
C -8.55 -1.56 -1.31
C -2.95 6.66 -0.92
C -1.68 3.40 -3.03
C 2.07 3.58 -1.18
C -1.04 1.47 -8.26
C 6.75 -2.60 7.39
C -2.86 4.15 -3.62
C 5.97 1.64 8.76
C -1.24 -10.26 -5.08
C -5.10 -3.06 -3.28
C -5.29 -10.97 -3.99
C -1.36 6.65 -7.20
C 1.71 3.40 5.09
C 6.54 1.03 10.12
C -6.75 -10.78 -4.34
H -3.52 4.52 -2.83
H 3.43 5.45 6.28
H 1.54 0.53 8.09
H 0.57 5.77 -11.68
H -2.52 5.02 -4.19
H 8.54 1.23 9.19
H -1.96 7.52 -6.93
H -7.44 2.28 -1.71
H -3.45 5.90 -0.30
H -0.47 5.85 -13.12
H -6.21 -6.32 -7.26
H -0.17 -10.35 -4.88
H -9.41 0.42 -1.11
H 1.23 4.30 0.69
H 2.95 3.09 -0.74
H -0.84 1.54 2.34
H -1.84 7.70 0.62
H 5.31 2.49 9.03
H -6.34 -7.11 -4.30
H 2.10 -0.22 3.70
H -3.45 3.50 -4.27
H -1.00 0.32 3.63
H 4.37 -1.28 4.64
H 6.85 -6.17 7.66
H -2.23 8.68 -0.77
H -8.88 2.37 -2.71
H 8.21 -4.14 7.93
H -6.75 -5.29 -5.92
H 6.16 1.69 10.93
H -7.18 4.11 -3.36
H -6.07 2.80 -3.83
H -0.98 -8.48 -6.25
H -10.18 -0.58 -2.34
H -1.78 -10.59 -4.19
H -0.90 7.26 -9.20
H -0.19 3.50 -12.65
H 4.79 -3.30 6.60
H -1.17 2.85 -3.82
H 9.52 -2.53 7.59
H -4.21 -1.65 -4.63
H -2.13 1.44 -8.12
H -1.14 0.94 -10.35
H -0.34 6.80 -6.86
H -0.58 1.08 -7.35
H -1.74 5.78 -6.66
H 4.59 4.48 4.54
H 5.97 -2.55 5.38
H 7.20 0.36 6.04
H 9.86 0.38 7.76
H 4.46 -3.40 9.45
H -5.07 -10.63 -2.98
H -7.08 -9.77 -4.08
H -1.42 -8.16 -4.57
H -8.93 -2.59 -1.32
H 5.95 4.31 5.75
H -7.59 3.00 -4.69
H 8.03 -1.68 5.84
H 6.77 2.07 8.13
H -0.25 3.43 4.05
H 8.56 0.12 10.58
H -4.02 -1.22 -2.93
H 1.56 4.44 5.42
H -2.42 6.38 -9.07
H 2.39 5.39 -0.07
H 8.39 1.84 10.93
H -2.02 2.67 -2.29
H -7.38 -11.48 -3.78
H 6.75 -0.92 10.48
H -5.86 -3.45 -3.96
H -5.53 -3.10 -2.27
H 4.39 2.56 6.94
H 0.45 0.73 -9.64
H -1.82 3.90 -12.11
H 6.45 -2.47 8.45
H -5.05 -5.76 -6.08
H -7.97 -1.42 -0.39
H 3.91 -4.32 8.20
H 2.97 -1.01 5.71
H -1.14 6.17 -11.53
H 2.32 3.96 -2.16
H 2.51 4.52 7.51
H -3.50 8.28 0.40
H -0.85 -0.43 -9.27
H 1.29 2.82 -1.32
H -5.04 -12.04 -4.04
H 10.07 -0.50 6.35
H -6.93 -10.92 -5.40
H 5.43 2.92 4.64
H -4.23 -3.72 -3.31
H -3.65 6.92 -1.72
H 7.72 -4.19 6.20
H 0.18 0.03 2.33
H 4.29 4.96 7.74
H 8.82 -1.48 8.83
H -10.49 -0.88 -0.62
H -1.51 -10.93 -5.89
H -7.36 -7.71 -5.60
H 5.57 -5.24 6.84

[2]
A molecular structure, C49H29BrN11O2Tc in a non-equilibrium geometry, computed with ωB97M-V with the def2-TZVPD basis set.

Computed properties:
charge: +1
multiplicity: 4
HOMO-LUMO gap (spin up / spin down): 5.17 / 6.14 eV

Geometry (Å):
Tc -0.18 0.31 -0.31
Br 5.47 -2.61 4.88
O 2.94 0.63 1.40
O 0.73 0.26 1.64
N -3.26 -0.73 -1.57
N -0.89 -0.72 -1.87
N 1.30 0.89 -1.64
N -1.40 -0.82 1.13
N 1.04 -0.91 -3.29
N 0.13 2.27 0.30
N -1.98 3.11 1.02
N -0.84 -2.86 0.14
N 2.39 2.69 -0.42
N -2.14 1.15 -0.43
N 1.10 -1.53 -0.25
C 2.19 -0.76 3.17
C -2.17 -1.24 -2.01
C 3.23 -2.60 -0.47
C 0.12 3.99 1.88
C 4.68 1.18 -4.77
C -5.74 1.04 -1.16
C 2.12 5.47 3.02
C 2.26 1.84 -1.46
C -2.71 -4.29 -4.22
C -3.22 0.49 -0.97
C -6.29 3.15 -0.07
C -2.04 -0.14 2.11
C 1.42 3.83 1.47
C -4.05 2.38 -0.05
C -2.64 2.27 0.18
C -3.08 -3.32 -3.29
C 5.08 2.23 -3.93
C -3.23 -2.08 2.77
C 3.49 -1.16 3.47
C 4.35 2.55 -2.80
C -0.10 -1.31 -2.86
C -0.83 -2.45 -3.43
C 2.44 -1.48 -0.46
C -0.24 4.91 2.85
C -2.95 -0.72 2.94
C -1.59 -2.13 1.04
C 3.55 0.43 -4.51
C 1.29 -3.91 -0.07
C -1.43 -4.32 -4.75
C 2.65 -3.84 -0.28
C -2.54 -2.79 1.83
C -0.47 -3.39 -4.38
C 2.45 4.56 2.01
C -6.67 2.01 -0.80
C 1.98 0.14 1.99
C -2.11 -2.42 -2.90
C 0.80 5.64 3.43
C 3.22 1.80 -2.53
C 1.13 -1.25 3.92
C 3.71 -2.05 4.50
C -4.98 3.35 0.32
C -4.42 1.25 -0.76
C 1.40 2.84 0.38
C 0.54 -2.74 -0.05
C 1.37 -2.12 4.97
C 2.82 0.76 -3.37
C 2.66 -2.54 5.26
C 1.63 0.19 -2.79
C -0.70 3.07 1.06
H -1.78 0.90 2.21
H -4.69 4.22 0.89
H 0.12 -0.92 3.69
H 0.54 -2.50 5.57
H -1.18 -5.08 -5.49
H 5.97 2.80 -4.17
H 3.47 4.43 1.68
H 0.80 -4.86 0.10
H 4.31 -0.76 2.88
H -2.68 -3.86 1.71
H -1.14 -3.82 0.08
H 0.57 6.35 4.21
H 5.27 0.96 -5.65
H -3.97 -2.58 3.39
H 4.65 3.36 -2.13
H 4.30 -2.48 -0.63
H -7.70 1.88 -1.10
H -1.27 5.04 3.14
H -6.02 0.16 -1.72
H 2.87 -0.51 -0.59
H 3.24 -4.74 -0.29
H 3.24 -0.39 -5.15
H -7.05 3.88 0.19
H 2.85 -3.23 6.07
H -4.09 -3.26 -2.89
H 2.90 6.05 3.49
H -3.44 -0.13 3.70
H -3.44 -5.02 -4.55
H 0.53 -3.39 -4.80

[3]
A molecular structure, C49H29F9N3O9PS2Ti, computed with ωB97M-V with the def2-TZVPD basis set.

Computed properties:
charge: -2
multiplicity: 3
HOMO-LUMO gap (spin up / spin down): 4.88 / 7.20 eV
ΔE to the lowest compared entry with this formula, charge and spin: 42.68 kJ/mol

Geometry (Å):
Ti -0.54 1.02 0.36
S -2.37 -1.84 -0.15
S -3.36 2.11 0.62
P -1.24 0.46 -2.91
F -7.95 -0.02 -3.49
F -7.79 2.12 -3.20
F -7.56 1.28 -5.17
F 0.01 -1.68 -9.22
F 0.51 -3.48 -8.13
F 2.86 5.78 -3.58
F 0.98 6.69 -4.12
F 1.53 6.53 -2.04
F -1.56 -3.03 -8.58
O -4.17 2.77 -0.38
O 0.51 2.46 0.78
O 0.89 0.14 -0.35
O 3.60 -1.51 -2.96
O 2.05 3.00 2.30
O -2.37 2.97 1.26
O 6.70 1.65 1.29
O 1.58 -0.59 -2.82
O 7.09 0.10 -0.13
N 6.33 0.82 0.48
N -2.51 0.85 0.04
N 2.74 -0.80 -2.35
C 0.97 -1.89 2.21
C -0.27 -0.09 5.40
C 2.65 1.38 0.65
C -0.26 -1.30 2.50
C 0.73 2.25 -3.84
C -1.27 -2.09 3.06
C -0.55 -0.30 6.74
C -5.78 -0.78 2.99
C -0.95 3.19 -2.40
C 1.40 3.46 -3.85
C -0.88 -0.35 -4.52
C 4.49 -0.08 -0.85
C -5.27 1.55 2.61
C -0.84 1.02 3.19
C -1.13 0.28 -5.74
C -1.63 0.33 7.34
C -2.15 1.40 5.25
C 2.19 0.47 -0.31
C -5.23 -0.25 -3.20
C 0.89 4.54 -3.14
C -0.44 -1.67 -4.51
C -0.26 -2.36 -5.70
C 1.73 2.33 1.35
C -5.78 0.95 -3.64
C -4.97 2.04 -3.88
C -1.04 -3.43 3.33
C -2.43 1.18 6.59
C 3.12 -0.15 -1.19
C -0.38 -2.47 -8.20
C -4.34 1.14 1.68
C -6.00 0.59 3.28
C -0.94 -0.40 -6.93
C -3.60 1.95 -3.69
C 4.89 0.74 0.17
C -4.10 -0.22 1.36
C 0.19 -4.00 3.04
C -0.47 2.10 -3.14
C -3.08 -0.42 0.41
C 1.19 -3.23 2.48
C 1.57 5.87 -3.21
C 4.01 1.53 0.91
C -4.87 -1.19 2.05
C -1.08 0.75 4.63
C -3.03 0.76 -3.24
C -0.48 0.14 2.25
C -7.26 1.08 -3.86
C -0.28 4.41 -2.40
C -0.51 -1.72 -6.91
C -3.86 -0.33 -3.00
H 0.36 -5.05 3.25
H -5.40 2.98 -4.22
H -2.24 -1.64 3.26
H -6.36 -1.53 3.52
H 0.09 -0.96 7.32
H -2.77 2.06 4.66
H 0.10 -3.38 -5.69
H -5.43 2.61 2.80
H -0.20 -2.14 -3.57
H -1.48 1.30 -5.76
H 2.15 -3.67 2.24
H -2.99 2.82 -3.89
H 4.35 2.22 1.66
H -1.13 0.09 -7.88
H 1.75 -1.29 1.75
H 5.19 -0.66 -1.44
H -3.44 -1.25 -2.62
H -1.87 3.11 -1.83
H 1.16 1.39 -4.34
H -1.85 0.16 8.38
H -4.70 -2.24 1.84
H 2.32 3.55 -4.39
H -1.84 -4.03 3.75
H -5.86 -1.10 -2.99
H -3.28 1.68 7.04
H -6.73 0.87 4.03
H -1.00 2.05 2.91
H -0.67 5.23 -1.82
H 0.57 -0.58 4.94

[4]
A molecular structure, C49H33BF5N3O9S4TeTi in a non-equilibrium geometry, computed with ωB97M-V with the def2-TZVPD basis set.

Computed properties:
charge: -2
multiplicity: 1
HOMO-LUMO gap: 4.77 eV
ΔE to the lowest compared entry with this formula, charge and spin: 277.50 kJ/mol

Geometry (Å):
Te 2.21 -3.02 -0.02
Ti -0.12 -0.23 0.26
S -1.27 -1.64 -1.40
S 0.20 1.36 -2.31
S -2.50 0.24 -7.22
S -1.87 1.18 -4.49
F 5.11 2.75 4.00
F 4.90 0.05 3.59
F 3.35 4.44 2.76
F 1.45 3.45 1.05
F 2.84 -0.94 2.08
O -1.72 -0.93 -2.56
O 0.23 -1.34 -1.13
O -3.88 3.08 1.05
O -1.81 -1.04 -0.13
O -2.76 1.35 -1.00
O 1.35 0.76 0.53
O -1.51 3.25 -0.70
O -1.48 -3.06 -1.45
O -1.23 1.37 0.85
N -0.19 -0.15 -5.84
N 0.44 0.07 -4.64
N -0.03 -0.79 2.04
C -0.50 2.12 4.40
C -2.90 3.75 1.35
C 2.31 2.62 1.67
C -1.84 3.88 3.52
C -1.15 3.32 4.58
C -4.16 2.24 -2.84
C 3.05 0.39 2.15
C -1.39 7.11 0.56
C 5.23 0.12 -0.54
C -1.18 2.02 2.10
C 1.58 -1.68 -6.38
C -2.73 5.14 0.90
C 1.45 -1.29 6.96
C -1.88 3.21 2.30
C 4.47 -0.95 -0.13
C -3.16 2.29 -1.90
C -0.13 -1.46 5.15
C 0.96 -1.54 -9.07
C -1.15 3.97 5.94
C 0.04 0.06 3.14
C -1.52 5.82 1.05
C 2.00 -2.36 -8.65
C 3.60 0.63 -2.21
C -3.57 4.51 -3.47
C 0.32 -3.04 1.06
C -1.44 0.36 -5.95
C -2.38 3.44 -1.73
C 3.25 -1.23 -0.73
C -2.55 4.56 -2.52
C 0.20 -2.19 2.31
C 2.17 1.22 1.42
C -4.36 3.38 -3.62
C -3.65 7.04 -0.26
C -3.79 5.75 0.23
C 4.05 0.88 2.96
C 2.84 -0.46 -1.80
C -2.46 7.72 -0.08
C 0.52 -0.87 -6.80
C 2.08 -0.26 6.29
C 0.53 -0.45 4.44
C 4.17 2.26 3.16
C 2.30 -2.42 -7.30
C 4.79 0.93 -1.57
C -0.27 0.74 -3.79
C 0.24 -0.79 -8.17
C 1.64 0.16 5.05
C 3.26 3.12 2.52
C -0.48 1.38 3.17
C 0.33 -1.88 6.38
B -1.75 1.94 -0.28
H 1.10 -2.33 2.94
H -2.39 4.81 3.64
H -3.73 5.37 -4.10
H -1.71 4.91 5.91
H 2.94 0.23 6.74
H -4.47 7.50 -0.78
H -0.19 -2.67 6.91
H 1.92 -0.69 -2.32
H 3.24 1.24 -3.02
H 2.13 0.98 4.55
H -0.14 4.18 6.27
H -1.92 5.42 -2.38
H -1.04 -1.88 4.75
H -0.46 7.63 0.68
H -4.70 5.19 0.09
H -2.35 8.73 -0.46
H -0.49 -2.84 0.37
H 2.56 -2.95 -9.37
H -0.55 -0.16 -8.53
H 0.27 -4.09 1.35
H 1.81 -1.72 -5.33
H -0.69 5.33 1.53
H 3.12 -3.04 -6.95
H -5.13 3.37 -4.37
H 6.17 0.33 -0.04
H -0.02 1.69 5.27
H -1.63 3.31 6.67
H 4.82 -1.59 0.67
H 0.72 -1.47 -10.12
H -0.66 -2.60 2.87
H 1.80 -1.62 7.92
H -4.74 1.35 -2.98
H 5.38 1.78 -1.89

charge of number 1 (C48H98N5O19P4)?
+1

Which value of charge does entry 4 give?
-2